No. 1
20
Properties=species:S:1:pos:R:3 method="wB97M-V/def2-TZVPD" e_homo_ha="-0.658 / -0.660" homo_lumo_gap_ev="6.56 / 5.84" mol_weight_g_mol=116.168 de_lowest_kcal_mol=133.02 charge=+2 energy_ha=-377.78781
C 1.72 -0.67 0.49
C 0.09 -0.31 -1.44
C -0.58 -0.57 1.24
C -1.31 1.24 -0.23
N 1.20 -0.95 -0.88
N -1.71 0.01 0.44
N 0.68 0.19 1.13
N -0.09 1.00 -0.78
H 1.98 -1.62 0.91
H 2.58 0.11 0.48
H 0.25 -0.05 -2.55
H -0.77 -1.03 -1.30
H -0.88 -0.35 2.29
H -0.36 -1.54 0.96
H -1.94 1.34 -1.12
H -1.59 2.17 0.38
H 1.89 -1.28 -1.49
H -2.67 -0.34 0.63
H 0.94 0.93 1.72
H 0.56 1.74 -0.89



No. 2
18
Properties=species:S:1:pos:R:3 method="wB97M-V/def2-TZVPD" e_homo_ha=-0.279 smiles="C=CC(=C)NC.O" homo_lumo_gap_ev=8.26 mol_weight_g_mol=101.149 de_lowest_kcal_mol=76.10 charge=0 energy_ha=-327.01007
C -2.80 -1.03 -0.17
C -1.83 -0.11 -0.14
C -0.58 -0.39 0.58
C -0.38 -1.37 1.47
N 0.47 0.52 0.26
C 1.69 0.79 1.01
H -2.93 -1.82 0.56
H -3.67 -0.98 -0.81
H -1.79 0.58 -0.97
H 0.28 -1.28 2.33
H -0.86 -2.34 1.43
H 0.58 0.57 -0.74
H 1.55 0.44 2.03
H 1.88 1.86 1.00
H 2.49 0.20 0.57
O 1.78 1.17 -2.98
H 1.97 1.22 -2.04
H 2.14 1.97 -3.37



No. 3
27
Properties=species:S:1:pos:R:3 method="wB97M-V/def2-TZVPD" e_homo_ha=-0.373 smiles="Cc1cc(C(=O)Nn2cnnc2)ccc1[N+](=O)[O-]" homo_lumo_gap_ev=9.25 mol_weight_g_mol=247.214 de_lowest_kcal_mol=37.38 charge=0 energy_ha=-885.84475
C -2.92 -1.35 -1.32
C -1.88 -0.76 -0.43
C -0.64 -1.38 -0.34
C 0.38 -0.88 0.47
C 1.67 -1.61 0.51
O 1.77 -2.81 0.67
N 2.80 -0.84 0.35
N 2.80 0.47 -0.04
C 3.30 1.55 0.63
N 3.08 2.63 -0.05
N 2.43 2.30 -1.17
C 2.27 1.01 -1.18
C 0.15 0.26 1.24
C -1.08 0.88 1.18
C -2.08 0.39 0.34
N -3.32 1.11 0.34
O -3.54 1.84 1.28
O -4.07 0.97 -0.61
H -3.09 -0.71 -2.18
H -2.61 -2.34 -1.66
H -3.88 -1.44 -0.80
H -0.44 -2.28 -0.90
H 3.69 -1.33 0.35
H 3.80 1.49 1.58
H 1.78 0.44 -1.94
H 0.91 0.64 1.91
H -1.29 1.76 1.77



No. 4
13
Properties=species:S:1:pos:R:3 method="wB97M-V/def2-TZVPD" e_homo_ha=-0.286 homo_lumo_gap_ev=7.65 mol_weight_g_mol=107.337 de_lowest_kcal_mol=44.80 charge=0 energy_ha=-928.49339
N -1.20 -1.95 -0.35
Si 2.77 0.19 -0.40
Si -2.00 1.25 0.73
Si -1.10 -0.30 -0.83
H -0.61 -2.81 -0.68
H -1.71 -2.37 0.41
H 3.99 0.88 -0.47
H 2.64 -0.42 -1.64
H 2.92 -0.73 0.88
H -3.44 1.20 0.12
H -2.09 1.38 2.13
H -1.62 2.75 0.26
H 1.44 0.91 -0.17



No. 5
39
Properties=species:S:1:pos:R:3 method="wB97M-V/def2-TZVPD" e_homo_ha="-0.684 / -0.692" spin_multiplicity=5 homo_lumo_gap_ev="9.13 / 6.24" mol_weight_g_mol=390.229 de_lowest_kcal_mol=0.00 charge=+3 energy_ha=-1077.41561
Rh -0.03 0.66 0.44
O 3.60 0.25 -1.74
C 2.58 0.62 -1.25
N 1.89 -0.03 -0.27
C 2.59 -1.00 0.40
O 3.61 -1.49 0.01
C 1.98 -1.26 1.76
C 2.59 -2.15 2.64
C 2.08 -2.23 3.93
C 1.02 -1.43 4.30
C 0.46 -0.57 3.35
N 0.93 -0.50 2.12
C 1.93 1.97 -1.54
C 2.49 2.82 -2.49
C 1.95 4.10 -2.62
C 0.91 4.48 -1.79
C 0.39 3.55 -0.89
N 0.89 2.33 -0.79
H 3.44 -2.72 2.31
H 2.53 -2.92 4.64
H 0.62 -1.44 5.31
H -0.37 0.07 3.61
H 3.33 2.49 -3.08
H 2.36 4.79 -3.34
H 0.49 5.48 -1.84
H -0.44 3.83 -0.24
N -4.25 -2.70 -1.85
C -3.96 -1.49 -1.03
C -2.45 -1.31 -0.77
N -2.15 -0.10 0.01
H -5.26 -2.77 -2.04
H -3.96 -3.57 -1.38
H -3.78 -2.65 -2.77
H -4.50 -1.59 -0.08
H -4.35 -0.62 -1.56
H -1.92 -1.24 -1.73
H -2.05 -2.17 -0.22
H -2.58 -0.20 0.94
H -2.59 0.71 -0.44



No. 6
50
Properties=species:S:1:pos:R:3 method="wB97M-V/def2-TZVPD" e_homo_ha=-0.338 smiles="CN(CCCCNC(=O)c1cc2nc(Cl)ccc2o1)C(=O)[C@](C)(O)CC(F)F" homo_lumo_gap_ev=9.11 mol_weight_g_mol=417.840 de_lowest_kcal_mol=7.08 charge=0 energy_ha=-1824.30022
C 0.61 -3.69 0.61
N 1.29 -2.52 1.15
C 0.52 -1.80 2.16
C -0.45 -0.79 1.57
C -1.26 -0.08 2.66
C -2.72 0.13 2.28
N -2.88 0.90 1.05
C -3.18 0.32 -0.14
O -3.39 -0.87 -0.29
C -3.29 1.28 -1.27
C -3.48 2.61 -1.32
C -3.52 2.94 -2.72
N -3.70 4.11 -3.35
C -3.67 4.05 -4.65
Cl -3.89 5.55 -5.51
C -3.48 2.89 -5.42
C -3.30 1.68 -4.78
C -3.33 1.74 -3.39
O -3.19 0.72 -2.51
C 2.53 -2.24 0.67
O 3.11 -3.01 -0.10
C 3.34 -1.02 1.14
C 4.27 -1.53 2.25
O 2.51 0.02 1.65
C 4.11 -0.50 -0.08
C 5.24 0.44 0.25
F 5.75 0.97 -0.90
F 4.80 1.51 1.01
H 1.20 -4.12 -0.20
H 0.47 -4.44 1.39
H -0.38 -3.41 0.23
H -0.05 -2.56 2.70
H 1.19 -1.32 2.87
H 0.11 -0.07 0.97
H -1.13 -1.31 0.89
H -1.25 -0.67 3.58
H -0.80 0.88 2.91
H -3.20 -0.83 2.10
H -3.26 0.63 3.08
H -2.58 1.86 1.05
H -3.62 3.29 -0.50
H -3.48 2.96 -6.49
H -3.15 0.76 -5.31
H 4.94 -2.30 1.86
H 4.87 -0.72 2.67
H 3.68 -1.96 3.06
H 3.06 0.81 1.74
H 4.53 -1.34 -0.62
H 3.41 0.02 -0.74
H 6.07 -0.01 0.80



No. 7
14
Properties=species:S:1:pos:R:3 method="wB97M-V/def2-TZVPD" e_homo_ha=-0.334 smiles=Cc1nnn2c1OCO2 homo_lumo_gap_ev=7.95 mol_weight_g_mol=127.103 de_lowest_kcal_mol=239.93 charge=0 energy_ha=-469.85736
C -2.54 -0.59 -0.05
C -1.10 0.06 -0.06
N -1.04 1.47 -0.29
N 0.17 2.08 -0.25
N 0.96 1.03 0.58
C 0.31 -0.12 0.45
O 1.20 -1.09 -0.37
C 2.47 -0.48 -0.09
O 2.27 0.83 -0.16
H -2.44 -1.59 0.62
H -3.20 -0.58 -1.10
H -3.20 0.16 0.73
H 2.96 -0.74 0.89
H 3.16 -0.45 -0.88



No. 8
270
Properties=species:S:1:pos:R:3 method="wB97M-V/def2-TZVPD" e_homo_ha=-0.280 smiles=CC1(C)CCCC(C)(C)N1O.CC1(C)CCCC(C)(C)N1O.CC1(C)CCCC(C)(C)N1O.CC1(C)CCCC(C)(C)N1O.CC1(C)CCCC(C)(C)N1O.CC1(C)CCCC(C)(C)N1O.CC1(C)CCCC(C)(C)N1O.CC1(C)CCCC(C)(C)N1O.CC1(C)CCCC(C)(C)N1O homo_lumo_gap_ev=7.92 mol_weight_g_mol=1415.313 de_lowest_kcal_mol=287.35 charge=0 energy_ha=-4358.02785
C -7.75 1.17 5.17
C -6.65 1.80 6.11
C -6.27 0.68 7.22
C -5.43 2.01 5.20
C -5.59 3.32 4.33
C -5.90 4.48 5.17
C -7.07 4.33 6.15
C -6.93 5.42 7.20
C -8.40 4.50 5.35
N -7.06 2.99 6.84
O -8.15 2.80 7.77
H -8.75 1.53 5.42
H -7.74 1.58 4.16
H -7.73 0.09 4.98
H -5.59 -0.09 6.84
H -5.93 0.84 8.25
H -7.14 0.04 7.38
H -4.52 1.92 5.79
H -5.24 1.23 4.46
H -4.68 3.56 3.76
H -6.40 3.25 3.60
H -6.01 5.40 4.61
H -4.97 4.60 5.73
H -7.77 5.28 7.88
H -7.21 6.40 6.82
H -6.09 5.38 7.89
H -8.24 4.10 4.35
H -8.67 5.56 5.34
H -9.29 3.91 5.57
H -7.80 2.31 8.52
C -0.58 3.12 -3.49
C -0.82 1.73 -2.75
C -2.28 1.63 -2.29
C -0.49 0.73 -3.90
C -0.07 -0.64 -3.38
C 0.93 -0.61 -2.22
C 0.56 0.49 -1.09
C -0.51 -0.02 -0.04
C 1.82 0.71 -0.20
N 0.15 1.78 -1.64
O 0.19 2.95 -0.87
H -1.07 3.16 -4.46
H -0.89 4.00 -2.93
H 0.49 3.20 -3.62
H -2.84 1.60 -3.23
H -2.58 0.69 -1.83
H -2.54 2.52 -1.72
H -1.29 0.40 -4.57
H 0.47 1.07 -4.29
H -0.99 -1.13 -3.07
H 0.43 -1.14 -4.21
H 1.97 -0.57 -2.53
H 0.86 -1.57 -1.71
H -0.70 0.77 0.68
H -0.25 -0.93 0.51
H -1.55 -0.15 -0.35
H 1.77 1.31 0.72
H 2.58 1.22 -0.78
H 2.13 -0.29 0.09
H 1.07 3.22 -1.13
C -5.28 -6.67 1.90
C -3.84 -7.18 2.36
C -3.37 -6.45 3.53
C -4.15 -8.66 2.83
C -2.94 -9.55 2.77
C -2.19 -9.47 1.40
C -1.83 -8.08 0.96
C -0.50 -7.58 1.70
C -1.46 -8.26 -0.52
N -3.05 -7.22 1.11
O -3.00 -6.02 0.48
H -6.01 -6.68 2.71
H -5.31 -5.62 1.60
H -5.79 -7.28 1.16
H -3.18 -5.43 3.20
H -4.14 -6.41 4.30
H -2.43 -6.79 3.97
H -4.59 -8.52 3.82
H -4.93 -9.07 2.19
H -2.14 -9.20 3.42
H -3.29 -10.56 2.97
H -2.91 -9.79 0.65
H -1.42 -10.22 1.24
H 0.36 -8.25 1.57
H -0.69 -7.55 2.77
H -0.15 -6.61 1.35
H -2.26 -8.43 -1.24
H -0.73 -9.02 -0.79
H -1.04 -7.32 -0.88
H -3.84 -5.92 0.02
C 6.48 -7.53 -2.28
C 7.41 -7.71 -3.54
C 6.63 -7.58 -4.79
C 8.63 -6.74 -3.45
C 9.88 -6.93 -4.35
C 10.37 -8.29 -4.01
C 9.30 -9.47 -4.15
C 9.02 -9.86 -5.66
C 9.85 -10.79 -3.46
N 7.99 -9.10 -3.51
O 6.99 -10.06 -3.51
H 7.10 -7.85 -1.44
H 6.34 -6.45 -2.20
H 5.55 -8.09 -2.21
H 5.65 -8.02 -4.60
H 6.44 -6.52 -5.00
H 7.07 -8.03 -5.67
H 8.20 -5.81 -3.82
H 8.85 -6.52 -2.40
H 9.68 -6.99 -5.42
H 10.59 -6.13 -4.14
H 10.53 -8.24 -2.93
H 11.26 -8.40 -4.63
H 8.25 -10.63 -5.77
H 9.92 -10.29 -6.10
H 8.78 -9.10 -6.40
H 10.21 -10.64 -2.45
H 10.63 -11.21 -4.10
H 9.04 -11.51 -3.58
H 7.41 -10.69 -2.92
C -11.08 8.19 -7.21
C -11.08 6.89 -6.41
C -12.42 6.09 -6.64
C -10.00 5.91 -7.06
C -8.59 6.18 -6.58
C -8.54 6.27 -4.98
C -9.48 7.33 -4.40
C -9.44 7.00 -2.88
C -8.98 8.79 -4.71
N -10.84 7.11 -4.95
O -11.97 7.72 -4.25
H -11.46 8.12 -8.23
H -11.69 8.94 -6.71
H -10.06 8.55 -7.10
H -13.28 6.57 -6.19
H -12.72 5.99 -7.69
H -12.43 5.14 -6.10
H -10.09 4.88 -6.70
H -9.88 5.91 -8.14
H -7.89 5.45 -6.99
H -8.39 7.19 -6.94
H -7.51 6.38 -4.64
H -8.82 5.31 -4.55
H -9.96 7.84 -2.43
H -8.42 7.01 -2.48
H -9.90 6.02 -2.73
H -8.32 8.89 -5.57
H -8.30 9.14 -3.93
H -9.80 9.50 -4.73
H -12.16 6.99 -3.66
C 5.28 7.27 -1.32
C 4.97 8.66 -0.79
C 4.55 8.54 0.71
C 6.35 9.45 -0.76
C 6.86 9.82 -2.22
C 5.77 10.68 -2.90
C 4.30 10.03 -2.85
C 3.30 11.14 -3.28
C 4.28 8.96 -3.94
N 3.98 9.46 -1.48
O 2.71 8.93 -1.39
H 5.99 7.28 -2.14
H 5.71 6.66 -0.52
H 4.37 6.78 -1.67
H 5.25 8.04 1.38
H 4.29 9.55 1.05
H 3.73 7.83 0.79
H 6.23 10.45 -0.34
H 7.18 9.07 -0.17
H 7.80 10.34 -2.41
H 6.97 8.91 -2.82
H 6.02 10.92 -3.93
H 5.90 11.69 -2.52
H 3.28 12.13 -2.83
H 2.28 10.77 -3.19
H 3.38 11.31 -4.35
H 3.28 8.54 -3.83
H 4.95 8.10 -3.94
H 4.33 9.20 -5.01
H 2.25 9.64 -0.95
C 11.23 1.36 -0.65
C 12.64 2.00 -0.44
C 13.78 0.96 -0.68
C 12.71 3.17 -1.47
C 13.82 4.15 -1.21
C 13.70 4.72 0.22
C 13.58 3.68 1.33
C 14.97 3.14 1.53
C 13.08 4.37 2.68
N 12.65 2.54 0.95
O 12.49 1.67 2.02
H 10.36 2.00 -0.47
H 11.22 1.00 -1.68
H 10.98 0.56 0.05
H 14.82 1.30 -0.66
H 13.68 -0.05 -0.28
H 13.79 0.74 -1.74
H 13.02 2.82 -2.46
H 11.76 3.70 -1.49
H 14.80 3.70 -1.34
H 13.70 4.86 -2.03
H 12.90 5.45 0.19
H 14.69 5.17 0.37
H 14.93 2.12 1.92
H 15.37 3.80 2.30
H 15.70 3.06 0.73
H 13.64 5.29 2.84
H 13.37 3.65 3.45
H 12.03 4.64 2.61
H 11.60 1.89 2.32
C 1.14 -0.11 9.27
C 1.68 -1.42 9.93
C 0.72 -2.67 9.87
C 3.04 -1.75 9.36
C 3.94 -2.73 10.14
C 4.05 -2.33 11.59
C 2.75 -1.93 12.33
C 2.09 -3.24 12.74
C 3.10 -1.13 13.59
N 1.85 -1.13 11.36
O 0.67 -0.58 12.01
H 0.08 -0.02 9.54
H 1.74 0.75 9.57
H 1.23 -0.13 8.19
H 0.00 -2.68 10.70
H 0.19 -2.54 8.93
H 1.06 -3.69 9.72
H 2.93 -2.19 8.37
H 3.62 -0.87 9.07
H 3.52 -3.73 10.09
H 4.93 -2.87 9.70
H 4.79 -1.55 11.75
H 4.62 -3.09 12.13
H 2.15 -3.99 11.95
H 1.02 -3.12 12.89
H 2.53 -3.65 13.66
H 3.72 -0.26 13.36
H 3.65 -1.77 14.28
H 2.24 -0.73 14.13
H 0.10 -1.35 11.89
C -7.86 -6.66 -4.44
C -7.74 -5.71 -5.69
C -6.23 -5.66 -6.08
C -8.39 -6.34 -6.93
C -9.86 -6.37 -6.89
C -10.51 -5.01 -6.61
C -9.87 -4.21 -5.43
C -10.14 -2.74 -5.67
C -10.47 -4.63 -4.07
N -8.42 -4.33 -5.55
O -7.76 -3.51 -4.52
H -8.94 -6.68 -4.29
H -7.43 -7.65 -4.55
H -7.45 -6.08 -3.61
H -6.17 -4.76 -6.70
H -5.47 -5.58 -5.30
H -5.97 -6.50 -6.72
H -8.05 -5.77 -7.80
H -8.21 -7.41 -6.96
H -10.20 -6.80 -7.84
H -10.18 -6.98 -6.05
H -11.59 -4.99 -6.44
H -10.33 -4.46 -7.53
H -9.68 -2.47 -6.62
H -9.83 -2.05 -4.87
H -11.17 -2.45 -5.86
H -10.67 -5.69 -4.22
H -11.38 -4.07 -3.85
H -9.72 -4.61 -3.28
H -7.42 -2.79 -5.07



Look up the charge of the third one.
0